[1]
C42H32N10S2SiTl as an isolated structure. Source: the Open Molecules 2025 dataset; level of theory: ωB97M-V with the def2-TZVPD basis set.

XYZ file:
```
88
Properties=species:S:1:pos:R:3:forces:R:3
Tl -0.84960 0.32705 0.13485 -0.705 0.074 -0.566
N 2.06846 2.87534 2.85084 -0.110 -0.047 -0.019
C 0.96692 2.56492 2.10707 0.211 0.087 0.017
N 0.30288 1.48267 2.22523 -0.208 0.108 0.128
C 0.67045 0.54536 3.18582 -0.457 -0.269 -0.210
N 0.11529 -0.61042 3.27376 0.494 -0.008 0.847
N -0.67597 -1.11170 2.32290 -0.215 -0.353 -0.902
C -1.82755 -1.63294 2.72812 0.225 0.437 0.346
C -2.77434 -2.23863 1.90803 0.054 -0.105 -0.116
C -4.10751 -2.39599 2.37816 -0.147 0.028 0.004
C -5.13590 -2.54366 1.50499 0.106 0.021 0.080
C -4.85013 -2.52156 0.10702 0.012 0.019 -0.101
C -3.56749 -2.58808 -0.30379 -0.145 -0.033 -0.191
N -2.49316 -2.62435 0.57919 0.214 0.243 0.168
C 1.66392 0.93811 4.19484 0.131 0.239 0.068
C 1.91295 0.20235 5.34799 0.049 0.050 0.027
C 2.85272 0.63183 6.27088 -0.136 -0.150 -0.028
C 3.56620 1.79959 6.03997 0.056 0.107 -0.065
C 3.33560 2.54533 4.89572 0.071 0.020 0.061
C 2.37929 2.12325 3.98102 -0.104 -0.235 0.094
H 2.55752 3.73602 2.68378 -0.058 0.071 -0.020
H 0.65497 3.30211 1.37432 0.069 -0.048 -0.084
H -2.13339 -1.44136 3.75546 -0.031 -0.094 0.033
H -4.28029 -2.31531 3.44444 -0.011 0.070 -0.003
H -6.15947 -2.62303 1.84438 0.017 0.025 0.064
H -5.64834 -2.45658 -0.61840 0.054 -0.020 -0.051
H -3.30530 -2.65139 -1.34967 0.004 0.075 -0.038
H 1.34738 -0.70645 5.50018 -0.006 -0.005 0.008
H 3.01717 0.05870 7.17381 0.051 0.003 -0.011
H 4.29967 2.13792 6.76034 0.013 0.011 -0.015
H 3.88274 3.46353 4.71590 0.002 0.003 0.006
S -3.43712 1.16563 0.65918 0.393 -0.240 0.047
C -4.09853 1.03856 -0.94777 0.378 -0.132 -0.186
C -5.49661 1.32106 -0.97984 -0.508 0.065 -0.026
N -6.62936 1.53595 -0.96033 0.088 0.007 -0.003
C -3.50394 0.67016 -2.12520 0.244 -0.061 0.431
S -1.86534 0.17252 -2.45918 0.169 -0.134 0.460
C -4.31311 0.61011 -3.29869 -0.347 -0.017 -0.421
N -4.92051 0.53821 -4.27611 0.029 0.018 0.098
N 6.69725 6.28335 -4.76646 -0.034 -0.032 0.019
C 5.89533 5.64283 -4.24714 0.258 0.192 -0.178
C 4.90168 4.85193 -3.59263 -0.312 -0.208 0.223
C 4.92097 4.72497 -2.20241 0.031 0.039 -0.085
C 3.95389 3.96680 -1.57247 -0.019 -0.039 -0.020
C 2.95593 3.32795 -2.30654 0.093 0.060 -0.075
C 2.93971 3.46326 -3.69026 -0.052 -0.094 0.039
C 3.90597 4.21668 -4.33304 0.106 0.084 -0.053
C 1.92345 2.53175 -1.58461 -0.237 0.010 0.256
C 2.37163 1.32063 -1.03265 0.258 -0.127 -0.154
C 3.69761 0.80548 -1.14866 -0.066 0.060 0.009
C 3.77032 -0.28624 -0.31354 0.074 -0.053 0.043
C 2.48962 -0.41009 0.27162 -0.030 0.032 -0.051
N 1.65193 0.51704 -0.17088 -0.056 0.044 0.080
C 0.68678 3.14743 -1.43286 0.162 0.100 -0.122
C 0.35142 4.45780 -1.91358 -0.072 0.072 0.014
C -0.92585 4.71244 -1.49498 0.066 0.095 -0.043
C -1.34022 3.55795 -0.77451 0.046 -0.031 0.019
N -0.39709 2.63958 -0.72927 -0.009 -0.026 0.199
H 5.69303 5.22127 -1.63000 0.002 0.005 -0.002
H 3.96421 3.85593 -0.49594 0.007 -0.012 0.002
H 2.16518 2.96727 -4.26068 -0.015 0.011 0.003
H 3.89712 4.32133 -5.40962 -0.016 -0.014 -0.003
H 4.47848 1.20465 -1.77645 0.033 0.009 0.032
H 4.61890 -0.92562 -0.12721 0.020 0.015 -0.020
H 2.18039 -1.12238 1.02394 -0.097 -0.100 -0.058
H 0.99317 5.11043 -2.48441 0.006 -0.012 -0.006
H -1.51489 5.60092 -1.65708 0.004 0.001 -0.047
H -2.29572 3.39465 -0.29559 0.004 -0.076 0.006
C 0.48081 -3.58216 0.67864 -0.264 0.047 -0.149
Si -1.31460 -3.97072 0.33086 -0.037 -0.359 0.334
C -1.90796 -5.29316 1.54728 0.134 0.150 -0.216
C -1.60324 -4.55919 -1.43025 0.103 0.086 0.188
C -2.63191 -5.46109 -1.71437 0.002 -0.019 0.084
C -2.96298 -5.78429 -3.01966 -0.033 -0.026 -0.042
C -2.26958 -5.20449 -4.07436 -0.016 -0.031 0.049
C -1.22309 -4.33570 -3.81132 0.043 0.077 -0.088
C -0.88990 -4.02304 -2.50169 0.015 0.073 0.085
H 1.07568 -4.49329 0.57619 -0.075 -0.061 -0.048
H 0.60342 -3.19871 1.69024 -0.024 0.030 0.007
H 0.88010 -2.84120 -0.01330 0.016 0.085 -0.019
H -1.36915 -6.23285 1.40804 0.036 0.000 -0.028
H -2.97470 -5.49282 1.42838 -0.018 0.041 -0.018
H -1.74977 -4.96257 2.57562 0.018 0.043 -0.013
H -3.19876 -5.90096 -0.90132 -0.023 0.014 -0.021
H -3.77727 -6.47128 -3.21454 0.004 0.005 -0.015
H -2.55540 -5.41996 -5.09593 0.030 -0.027 -0.008
H -0.68238 -3.87056 -4.62523 0.006 -0.019 -0.017
H -0.08070 -3.32677 -2.31456 -0.015 0.058 -0.026
```
Positions in Å, forces in eV/Å.

Summary:
Total charge = -1
Frontier orbital gap (alpha / beta) = 5.57 / 5.09 eV
Highest occupied orbital energy (alpha / beta) = -4.1 / -3.6 eV

=====

[2]
C42H32N8OTi as an isolated structure. Source: the Open Molecules 2025 dataset; level of theory: ωB97M-V with the def2-TZVPD basis set.

XYZ file:
```
84
Properties=species:S:1:pos:R:3:forces:R:3
Ti -0.49249 -0.23816 -0.04535 -0.324 0.090 0.478
C 0.62734 1.51507 3.97320 0.018 0.016 -0.006
C -0.10661 1.00371 2.78575 -0.172 0.030 -0.064
N 0.39020 0.22708 1.89336 0.232 0.036 0.082
N 1.69589 -0.18238 2.05682 -0.079 -0.074 -0.063
C 1.94646 -1.05844 1.13319 0.110 -0.178 -0.305
O 1.01954 -1.43143 0.27893 -0.115 0.211 -0.092
C 3.29203 -1.62396 0.95354 -0.027 0.049 0.163
C 3.49362 -2.68376 0.07161 -0.014 0.021 0.007
C 4.77231 -3.17150 -0.13888 0.001 0.001 0.001
C 5.85075 -2.59854 0.52373 0.006 -0.016 -0.013
C 5.65121 -1.54507 1.40659 -0.017 0.011 0.007
C 4.37372 -1.05849 1.62669 0.052 -0.002 0.008
C -1.52461 1.33017 2.55960 0.083 -0.040 -0.030
C -2.23056 2.17344 3.40057 -0.023 -0.018 -0.028
C -3.59115 2.35122 3.19196 0.033 0.004 0.007
C -4.19415 1.65169 2.16577 -0.006 -0.020 -0.027
C -3.41044 0.84536 1.35312 -0.007 0.005 -0.015
N -2.09582 0.69612 1.51359 0.029 0.003 0.005
H 1.58991 1.02612 4.06934 -0.005 -0.011 -0.014
H 0.04146 1.36187 4.87958 0.015 -0.004 0.014
H 0.79002 2.59059 3.86069 -0.001 0.006 0.014
H 2.64618 -3.11757 -0.44220 -0.006 0.000 -0.007
H 4.93153 -4.00044 -0.81529 0.001 -0.003 -0.004
H 6.85016 -2.97795 0.35673 -0.002 -0.008 -0.003
H 6.49370 -1.10769 1.92512 -0.004 0.006 0.003
H 4.20752 -0.23532 2.30832 -0.018 0.002 -0.004
H -1.72677 2.67442 4.21388 0.012 -0.001 0.004
H -4.16502 3.00662 3.83263 -0.003 0.000 0.005
H -5.25623 1.72019 1.97891 -0.004 0.007 0.006
H -3.87120 0.29352 0.54707 -0.002 0.002 0.019
C 4.13613 0.20337 -1.99534 -0.024 -0.001 0.013
C 2.78834 -0.19943 -2.09789 0.031 0.037 0.021
N 1.79567 0.44332 -1.53537 0.025 -0.024 -0.037
C 2.08469 1.54935 -0.80465 0.013 0.011 0.029
C 3.39812 2.01654 -0.60743 -0.018 -0.003 0.008
C 4.43860 1.30423 -1.24877 0.018 -0.023 -0.017
C 3.61022 3.13390 0.23290 0.006 0.024 0.007
C 2.55293 3.73834 0.85179 -0.036 -0.016 0.000
C 1.23446 3.27159 0.65608 0.061 -0.009 -0.028
C 0.99403 2.21332 -0.18058 -0.046 0.020 0.078
N -0.28398 1.65322 -0.42355 -0.003 -0.160 -0.045
C -1.31872 2.44130 -0.92453 0.033 -0.043 -0.086
C -1.34240 3.80521 -1.09294 -0.063 -0.047 -0.013
C -2.46479 4.42910 -1.68457 0.034 0.010 0.020
C -3.54360 3.71387 -2.11645 -0.033 -0.043 -0.013
C -3.53918 2.30339 -1.98589 0.046 0.020 0.020
C -4.57661 1.46219 -2.43518 -0.004 -0.016 0.010
C -4.45481 0.10275 -2.30098 0.041 -0.007 0.017
C -3.29755 -0.42185 -1.71022 -0.039 0.016 -0.025
N -2.31836 0.33657 -1.25326 0.109 -0.191 0.022
C -2.42519 1.68529 -1.38946 0.002 0.101 -0.012
H 4.90450 -0.37210 -2.49133 0.007 -0.001 -0.005
H 2.53588 -1.09312 -2.66064 0.001 0.000 -0.009
H 5.46324 1.63381 -1.13080 0.004 0.006 0.003
H 4.61872 3.49493 0.38763 0.008 -0.002 -0.001
H 2.71731 4.58691 1.50183 0.015 0.003 0.004
H 0.41546 3.75669 1.17314 -0.021 -0.009 -0.015
H -0.50177 4.41521 -0.79919 0.014 -0.007 0.001
H -2.45006 5.50454 -1.79857 -0.018 0.002 -0.009
H -4.39492 4.20095 -2.57240 0.002 0.019 0.004
H -5.45636 1.89687 -2.89345 -0.002 0.002 -0.003
H -5.22626 -0.57107 -2.64463 -0.003 0.002 -0.006
H -3.18575 -1.49286 -1.59760 -0.003 0.000 0.001
C -0.25720 -2.12592 -4.07448 0.011 0.027 0.034
C -0.64131 -3.43880 -3.85412 -0.011 0.020 -0.014
C -1.01035 -3.82941 -2.57715 0.026 0.036 0.047
C -0.96801 -2.89863 -1.54884 -0.025 -0.018 0.007
N -0.57412 -1.63710 -1.76703 0.117 0.126 -0.031
C -0.23832 -1.25359 -3.00129 -0.018 -0.061 -0.018
C -1.41172 -3.19050 -0.16472 0.005 -0.043 -0.045
C -1.67313 -4.47548 0.28166 0.020 0.044 0.014
C -2.08570 -4.66820 1.59053 -0.003 0.011 -0.012
C -2.22417 -3.56680 2.41542 0.009 0.039 -0.001
C -1.94284 -2.31474 1.89961 -0.008 -0.014 0.011
N -1.55301 -2.11814 0.63717 -0.040 0.099 -0.052
H 0.01959 -1.77305 -5.05740 0.004 -0.012 -0.007
H -0.67087 -4.14853 -4.66960 0.002 -0.007 -0.002
H -1.34385 -4.83957 -2.39457 -0.002 -0.005 -0.001
H 0.05861 -0.21959 -3.10826 -0.002 -0.004 -0.027
H -1.54046 -5.32233 -0.37419 0.001 -0.003 -0.001
H -2.28815 -5.66479 1.95830 -0.001 -0.004 0.000
H -2.53733 -3.66397 3.44465 0.001 -0.009 0.003
H -2.02416 -1.43368 2.51806 -0.010 -0.017 0.011
```
Positions in Å, forces in eV/Å.

Summary:
Total charge = +2
Frontier orbital gap = 6.44 eV
Highest occupied orbital energy = -12.8 eV